# 1
Computed, not measured: a molecular structure, C19H26CoF3N6O5S in a non-equilibrium geometry, with ωB97M-V/def2-TZVPD.

The orbital gap (alpha / beta) comes out at 0.3364 / 0.2220 Ha. As for the expectation value of S²: 6.01.

The geometry in ORCA input format:
```
! wB97M-V def2-TZVPD RIJCOSX def2/J DEFGRID3
* xyz 2 5
Co 0.18 -0.49 0.30
C -2.56 -0.48 4.18
N -2.26 -1.69 3.48
C -3.03 -2.81 3.95
C -1.31 -1.84 2.54
N -0.58 -0.86 2.14
N -1.11 -3.07 1.99
C -0.17 -3.41 1.06
N 0.01 -4.78 0.93
N 0.49 -2.52 0.44
H -2.36 -0.60 5.27
H -3.68 -0.24 4.15
H -2.12 0.40 3.74
H -3.64 -3.34 3.18
H -3.74 -2.38 4.60
H -2.48 -3.53 4.55
H -0.70 0.06 2.60
H -1.63 -3.83 2.35
H -0.52 -5.46 1.47
H 0.41 -5.19 0.09
H 1.21 -2.92 -0.16
O 2.05 -0.09 1.19
C 3.20 -0.53 0.46
C 2.96 -0.22 -0.97
C 3.92 0.01 -1.92
C 3.54 0.17 -3.26
C 2.19 -0.01 -3.56
C 1.26 -0.22 -2.57
N 1.65 -0.21 -1.32
H 2.24 -0.37 2.09
H 3.42 -1.56 0.56
H 4.13 -0.03 0.80
H 4.99 0.12 -1.60
H 4.34 0.40 -3.97
H 1.82 -0.02 -4.59
H 0.21 -0.30 -2.71
C -1.38 3.60 0.44
C -0.40 2.46 0.34
O -0.36 1.49 1.12
C 0.57 2.66 -0.76
C 1.87 2.92 -0.42
C 2.87 3.26 -1.35
C 2.47 3.44 -2.65
C 1.17 3.17 -3.02
C 0.20 2.82 -2.07
H -1.84 3.65 1.40
H -2.20 3.43 -0.30
H -0.81 4.52 0.17
H 2.11 2.93 0.65
H 3.85 3.51 -0.98
H 3.13 3.88 -3.36
H 0.94 3.28 -4.07
H -0.77 2.83 -2.53
F -4.36 -0.43 -3.01
C -3.36 0.16 -2.48
F -3.71 1.39 -2.10
F -2.33 0.31 -3.33
S -2.74 -0.75 -0.99
O -2.68 -2.13 -1.41
O -1.22 -0.27 -0.95
O -3.39 -0.29 0.16
*
```

The computed Mulliken charges, all in e, follow: atom 1 (Co): 1.184, atom 2 (C): -1.045, atom 3 (N): 0.074, atom 4 (C): -1.173, atom 5 (C): 0.639, atom 6 (N): -0.136, atom 7 (N): -0.031, atom 8 (C): 0.510, atom 9 (N): -0.444, atom 10 (N): -0.238, atom 11 (H): 0.406, atom 12 (H): 0.367, atom 13 (H): 0.300, atom 14 (H): 0.411, atom 15 (H): 0.360, atom 16 (H): 0.420, atom 17 (H): 0.070, atom 18 (H): 0.177, atom 19 (H): 0.182, atom 20 (H): 0.248, atom 21 (H): 0.138, atom 22 (O): -0.472, atom 23 (C): -0.997, atom 24 (C): 0.384, atom 25 (C): -0.618, atom 26 (C): -0.489, atom 27 (C): -0.763, atom 28 (C): -0.492, atom 29 (N): 0.663, atom 30 (H): 0.357, atom 31 (H): 0.382, atom 32 (H): 0.497, atom 33 (H): 0.451, atom 34 (H): 0.470, atom 35 (H): 0.499, atom 36 (H): 0.484, atom 37 (C): -1.412, atom 38 (C): -0.251, atom 39 (O): -0.545, atom 40 (C): 0.695, atom 41 (C): 0.167, atom 42 (C): -0.894, atom 43 (C): -0.715, atom 44 (C): -0.710, atom 45 (C): -0.107, atom 46 (H): 0.457, atom 47 (H): 0.303, atom 48 (H): 0.415, atom 49 (H): 0.468, atom 50 (H): 0.502, atom 51 (H): 0.517, atom 52 (H): 0.512, atom 53 (H): 0.475, atom 54 (F): -0.150, atom 55 (C): 0.630, atom 56 (F): -0.232, atom 57 (F): -0.190, atom 58 (S): 1.158, atom 59 (O): -0.642, atom 60 (O): -0.602, atom 61 (O): -0.625

# 2
Computed, not measured: a molecular structure, C19H26CrN4O6Se, with ωB97M-V/def2-TZVPD.

The orbital gap (alpha / beta) comes out at 0.2128 / 0.2398 Ha. As for the expectation value of S²: 6.02.

The geometry in ORCA input format:
```
! wB97M-V def2-TZVPD RIJCOSX def2/J DEFGRID3
* xyz -2 5
Cr 1.44 0.75 -0.05
O -0.02 3.86 1.16
C -0.18 3.46 2.50
C 0.85 2.44 2.99
N 0.79 1.12 2.38
C -0.53 0.52 2.36
C -1.39 1.04 1.19
O -2.61 1.05 1.31
O -0.73 1.41 0.16
C 1.84 0.28 2.93
C 3.22 0.61 2.33
O 4.21 0.61 3.07
O 3.23 0.83 1.07
H -0.29 3.10 0.61
H -1.19 3.09 2.68
H -0.06 4.36 3.11
H 0.71 2.36 4.09
H 1.85 2.85 2.83
H -1.09 0.65 3.30
H -0.40 -0.55 2.17
H 1.63 -0.75 2.64
H 1.91 0.35 4.03
O 2.70 3.89 -0.52
C 2.14 2.93 -0.32
C 2.76 -2.62 1.08
C 1.98 -2.32 -0.20
C 1.18 -3.57 -0.60
C 2.99 -2.02 -1.32
N 1.05 -1.21 0.02
H 3.43 -3.47 0.94
H 2.06 -2.86 1.89
H 3.36 -1.76 1.37
H 1.84 -4.43 -0.77
H 0.62 -3.37 -1.52
H 0.47 -3.82 0.19
H 3.67 -2.87 -1.50
H 3.60 -1.15 -1.04
H 2.46 -1.77 -2.25
C -2.00 2.35 -2.48
N -1.83 0.92 -2.66
C -0.63 0.22 -2.70
Se 1.04 1.08 -2.84
N -0.83 -1.08 -2.61
C -2.19 -1.25 -2.48
C -2.94 -2.41 -2.36
C -4.32 -2.29 -2.23
C -4.94 -1.04 -2.22
C -4.20 0.13 -2.35
C -2.83 0.00 -2.49
H -1.09 2.84 -2.82
H -2.16 2.57 -1.43
H -2.85 2.69 -3.08
H 0.33 -1.33 -0.67
H -2.45 -3.38 -2.35
H -4.92 -3.19 -2.12
H -6.02 -0.98 -2.09
H -4.68 1.10 -2.30
*
```

The computed Mulliken charges, all in e, follow: atom 1 (Cr): 0.640, atom 2 (O): -0.633, atom 3 (C): -0.904, atom 4 (C): -0.666, atom 5 (N): 0.824, atom 6 (C): -0.996, atom 7 (C): 0.540, atom 8 (O): -0.833, atom 9 (O): -0.148, atom 10 (C): -0.222, atom 11 (C): 0.455, atom 12 (O): -0.828, atom 13 (O): -0.496, atom 14 (H): 0.351, atom 15 (H): 0.299, atom 16 (H): 0.458, atom 17 (H): 0.250, atom 18 (H): 0.329, atom 19 (H): 0.263, atom 20 (H): 0.418, atom 21 (H): -0.007, atom 22 (H): 0.279, atom 23 (O): -0.278, atom 24 (C): 0.019, atom 25 (C): -1.892, atom 26 (C): 1.965, atom 27 (C): -1.928, atom 28 (C): -1.755, atom 29 (N): 0.396, atom 30 (H): 0.497, atom 31 (H): 0.303, atom 32 (H): 0.299, atom 33 (H): 0.430, atom 34 (H): 0.409, atom 35 (H): 0.367, atom 36 (H): 0.433, atom 37 (H): 0.270, atom 38 (H): 0.295, atom 39 (C): -1.163, atom 40 (N): 0.325, atom 41 (C): -0.288, atom 42 (Se): -0.482, atom 43 (N): -0.538, atom 44 (C): 0.560, atom 45 (C): -0.675, atom 46 (C): -0.480, atom 47 (C): -0.601, atom 48 (C): -0.885, atom 49 (C): 0.928, atom 50 (H): 0.340, atom 51 (H): 0.248, atom 52 (H): 0.390, atom 53 (H): -0.317, atom 54 (H): 0.407, atom 55 (H): 0.348, atom 56 (H): 0.341, atom 57 (H): 0.336

# 3
Computed, not measured: a single C19H26F2N2O3 molecule, with ωB97M-V/def2-TZVPD.

The orbital gap comes out at 0.3577 Ha.

The geometry in ORCA input format:
```
! wB97M-V def2-TZVPD RIJCOSX def2/J DEFGRID3
* xyz 0 1
C 4.97 -1.26 0.30
O 3.96 -0.29 0.43
C 3.41 -0.19 1.72
C 2.24 -1.16 1.98
C 0.99 -0.65 1.30
O 0.24 0.11 1.92
N 0.74 -0.98 0.02
C 1.48 -1.86 -0.85
C 1.98 -1.10 -2.08
C 0.83 -0.40 -2.80
C 0.02 0.48 -1.83
C 0.83 1.74 -1.46
C 0.35 2.49 -0.21
C -1.15 2.67 -0.16
O -1.81 3.12 -1.07
N -1.69 2.31 1.03
C -3.13 2.25 1.22
C -3.62 0.86 0.94
C -3.82 -0.06 1.96
C -4.16 -1.37 1.68
C -4.30 -1.77 0.36
F -4.61 -3.05 0.08
C -4.09 -0.86 -0.67
F -4.21 -1.25 -1.95
C -3.76 0.45 -0.39
C -0.40 -0.40 -0.65
H 5.82 -1.03 0.95
H 5.29 -1.24 -0.74
H 4.61 -2.27 0.54
H 3.04 0.84 1.81
H 4.19 -0.35 2.47
H 2.04 -1.16 3.05
H 2.50 -2.18 1.68
H 2.33 -2.30 -0.33
H 0.81 -2.67 -1.16
H 2.73 -0.38 -1.75
H 2.47 -1.80 -2.76
H 1.22 0.21 -3.62
H 0.16 -1.15 -3.23
H -0.89 0.81 -2.33
H 1.87 1.48 -1.29
H 0.78 2.41 -2.31
H 0.80 3.49 -0.22
H 0.68 1.98 0.69
H -1.13 1.77 1.67
H -3.57 2.97 0.52
H -3.37 2.55 2.25
H -3.70 0.25 2.99
H -4.32 -2.09 2.46
H -3.59 1.15 -1.19
H -0.99 0.15 0.08
H -1.03 -1.22 -1.04
*
```

The computed Mulliken charges, all in e, follow: atom 1 (C): -0.834, atom 2 (O): -0.262, atom 3 (C): -0.477, atom 4 (C): -1.085, atom 5 (C): 0.629, atom 6 (O): -0.643, atom 7 (N): 0.302, atom 8 (C): -1.007, atom 9 (C): -0.465, atom 10 (C): -1.488, atom 11 (C): 0.588, atom 12 (C): -1.028, atom 13 (C): -0.240, atom 14 (C): 0.233, atom 15 (O): -0.692, atom 16 (N): -0.095, atom 17 (C): -1.415, atom 18 (C): 0.524, atom 19 (C): -0.627, atom 20 (C): -0.562, atom 21 (C): 0.585, atom 22 (F): -0.332, atom 23 (C): 0.362, atom 24 (F): -0.397, atom 25 (C): -0.354, atom 26 (C): -0.741, atom 27 (H): 0.353, atom 28 (H): 0.252, atom 29 (H): 0.346, atom 30 (H): 0.335, atom 31 (H): 0.384, atom 32 (H): 0.479, atom 33 (H): 0.372, atom 34 (H): 0.467, atom 35 (H): 0.461, atom 36 (H): 0.302, atom 37 (H): 0.397, atom 38 (H): 0.416, atom 39 (H): 0.373, atom 40 (H): 0.416, atom 41 (H): 0.353, atom 42 (H): 0.498, atom 43 (H): 0.521, atom 44 (H): 0.046, atom 45 (H): 0.295, atom 46 (H): 0.399, atom 47 (H): 0.462, atom 48 (H): 0.395, atom 49 (H): 0.435, atom 50 (H): 0.474, atom 51 (H): -0.278, atom 52 (H): 0.572

# 4
Computed, not measured: a molecular structure, C19H26N2O2 in a non-equilibrium geometry, with ωB97M-V/def2-TZVPD.

The orbital gap comes out at 0.2380 Ha.

The geometry in ORCA input format:
```
! wB97M-V def2-TZVPD RIJCOSX def2/J DEFGRID3
* xyz 0 1
C 1.43 1.31 -2.88
H 1.47 2.19 -3.44
C 2.62 0.44 -2.63
H 3.33 1.07 -2.10
H 3.16 0.39 -3.92
C 2.60 -0.85 -2.26
C 2.07 -0.80 -0.84
O 0.91 -1.70 -0.61
N 2.75 -0.54 0.13
H 3.40 0.23 -0.10
C 2.53 -0.72 1.73
H 1.89 -1.66 1.65
C 1.59 0.60 2.01
C 0.32 0.68 1.71
C -0.76 -0.16 1.92
C -1.91 0.10 1.39
C -2.21 1.04 0.22
C -3.33 1.10 -0.39
C -4.53 0.11 0.12
C -4.22 -0.62 1.18
C -3.09 -0.89 1.71
C -2.79 -1.74 3.01
H -2.65 -1.31 3.94
H -3.78 -2.21 3.16
H -2.24 -2.82 2.68
H -5.21 -1.30 1.42
H -5.42 0.39 -0.62
C -3.55 1.85 -1.40
H -3.25 3.09 -1.21
H -2.85 1.81 -2.31
H -4.55 1.80 -1.86
N -1.11 1.58 -0.14
C 0.14 1.65 0.58
O 1.02 2.45 -0.01
H -1.19 2.35 -0.88
H -0.57 -0.86 3.00
H 1.54 0.29 3.21
H 2.33 1.70 2.15
H 3.40 -0.78 2.15
C 4.04 -1.73 -2.11
C 3.66 -2.98 -1.72
H 3.56 -3.08 -0.62
H 3.07 -3.64 -2.46
H 4.68 -3.60 -1.94
H 4.69 -1.33 -1.60
H 4.11 -1.65 -3.24
H 1.75 -1.34 -2.88
H 0.60 0.77 -3.56
H 0.96 1.34 -1.95
*
```

The computed Mulliken charges, all in e, follow: atom 1 (C): -0.619, atom 2 (H): 0.475, atom 3 (C): -0.155, atom 4 (H): 0.206, atom 5 (H): 0.131, atom 6 (C): 0.005, atom 7 (C): -0.031, atom 8 (O): -0.803, atom 9 (N): 0.076, atom 10 (H): 0.386, atom 11 (C): -0.787, atom 12 (H): 0.392, atom 13 (C): -0.970, atom 14 (C): 0.954, atom 15 (C): 0.055, atom 16 (C): 0.488, atom 17 (C): -0.598, atom 18 (C): 1.599, atom 19 (C): -0.778, atom 20 (C): -0.217, atom 21 (C): 0.245, atom 22 (C): -1.587, atom 23 (H): 0.491, atom 24 (H): 0.449, atom 25 (H): 0.286, atom 26 (H): 0.083, atom 27 (H): 0.164, atom 28 (C): -1.463, atom 29 (H): 0.261, atom 30 (H): 0.257, atom 31 (H): 0.300, atom 32 (N): 0.093, atom 33 (C): -0.336, atom 34 (O): -0.777, atom 35 (H): 0.366, atom 36 (H): 0.078, atom 37 (H): 0.334, atom 38 (H): 0.155, atom 39 (H): 0.523, atom 40 (C): -0.687, atom 41 (C): -0.981, atom 42 (H): 0.210, atom 43 (H): 0.245, atom 44 (H): 0.367, atom 45 (H): 0.731, atom 46 (H): 0.303, atom 47 (H): 0.068, atom 48 (H): 0.260, atom 49 (H): -0.244